# 1
A structure of composition C27H57ClHgN3O3 at a distorted geometry, computed with ωB97M-V/def2-TZVPD.

- molecular weight (g mol⁻¹) = 707.814
- total energy (Eh) = -2066.11224
- orbital gap (eV) = 6.1
- HOMO level (eV) = -10.9
- charge = +1

Element x y z (Å)
H 1.3154 -4.4412 0.0030
C 4.0756 4.5066 -1.8432
H -3.6915 2.9652 -1.4385
H -6.1390 -1.0418 -2.6957
H 3.0547 2.0954 1.6866
H 2.6369 0.4734 0.8810
H -4.2752 -1.6797 1.6545
H -1.6790 -3.6108 4.6947
H -1.7737 1.7031 -1.6148
C -4.6213 -1.7879 -0.4255
C -3.8718 -1.2102 0.7713
C 1.9263 -3.8622 2.4117
H 0.1895 -5.4102 0.8272
H -1.9478 -1.7848 2.9538
H -1.5521 0.0481 -0.8895
H -2.2943 -1.4274 -3.0305
H 1.8785 -3.8338 3.4991
Cl 0.6860 -1.3074 -4.0801
C 3.1273 1.4724 0.8126
H -4.6274 -2.8980 -0.3917
H -0.5052 -3.9706 -0.0149
H 2.1546 -0.8346 2.9310
C 0.3439 -4.3708 0.5653
H 4.7632 4.0606 0.0988
C 2.5782 3.8531 -0.0129
H -5.6007 -1.4181 -0.4856
C -5.2021 -1.6652 -2.7938
H 1.6987 -2.5284 0.3418
C -1.9654 1.0654 -0.7329
C -2.7991 -1.8504 -2.1667
H -5.1301 0.5436 0.8227
Hg 1.2721 -0.3155 -2.3020
H -3.6699 2.8793 0.2987
H -5.1527 2.3768 -0.4986
H -1.5042 1.5222 0.1336
C 2.5788 2.3413 -0.3476
C 0.0579 -1.3147 2.7168
H -3.5882 0.8258 1.6679
H 4.2006 1.3239 0.6652
C 3.8935 3.0185 -3.7943
H -1.2221 -1.1768 4.3524
H 0.5155 2.1682 0.3535
H 0.3977 0.3147 1.4110
O 3.3651 0.8499 -2.0298
H 2.2890 -4.7735 1.9086
C -3.5598 0.9891 -0.4785
H 2.1991 3.9885 0.9806
C -0.3022 0.0748 2.2014
C 1.3427 -1.1416 3.5262
C 1.0797 1.9858 -0.5525
C 0.4891 -3.6099 1.9093
H -2.1515 -1.7678 -1.2977
N 3.1454 2.1533 -1.7014
H -1.5544 -4.1013 2.0827
H -0.0334 -3.3347 4.6911
H 3.7230 1.9599 -4.1541
N -4.2860 0.2667 -1.5717
C -0.7048 -4.0950 2.7556
O -3.8246 0.8901 -2.8083
H 5.7209 1.4043 -1.8635
H -2.8132 -1.4747 0.6577
H -1.3380 0.0978 1.8290
H 0.6244 2.5667 -1.3286
H -5.3631 -2.7348 -2.6897
H 1.4386 -2.0423 4.1054
H 1.1134 -0.3561 4.2846
H -4.6135 1.1272 -3.2734
C 5.5992 2.4916 -2.0387
H 4.9918 5.0853 -2.0968
H 3.8205 5.6038 -0.0949
C -4.0642 0.3290 0.8161
H 3.9849 0.5274 -1.3751
H 2.9588 3.6044 -3.9835
H -3.0195 -2.8456 -2.4728
O 1.2130 -1.7035 0.5988
N 0.1752 -2.1897 1.5358
C -4.1200 -1.2546 -1.7552
H -0.5305 -5.1078 3.0693
H 0.8783 0.9015 -0.6509
H 2.4899 -3.0004 2.0846
H 6.2909 2.8160 -2.8318
H 4.7026 3.3973 -4.3962
C 4.2180 3.0694 -2.3377
C -0.8997 -3.2421 4.0288
H 5.9565 2.9594 -1.1030
H -4.7617 -1.4581 -3.7277
C 3.9064 4.5625 -0.3367
H 3.2620 5.0709 -2.3425
H -0.2843 0.8174 2.9835
C -4.0554 2.4229 -0.5975
C -1.0673 -1.8693 3.5660
H 1.8367 4.2724 -0.7202

# 2
A cluster of 4 separate species, C27H57IO9P2Si in total at a distorted geometry, computed with ωB97M-V/def2-TZVPD.

- molecular weight (g mol⁻¹) = 742.682
- total energy (Eh) = -3010.10519
- SMILES string = CCCCCCCCCC[C@](OC(=O)P(=O)(O)O)(P(O)I)[Si](C)(C)C.C1CCOC1.C1CCOC1.C1CCOC1
- orbital gap (eV) = 8.4
- HOMO level (eV) = -8.4
- charge = 0

Element x y z (Å)
H -8.8391 -0.2836 -2.6838
O -0.5360 4.3379 -1.5670
C 1.9784 2.7518 1.3953
H 1.3502 1.2594 -0.0070
H 3.8736 -1.9999 -1.0428
H 3.3308 0.1888 -2.0502
H 2.8768 2.5237 1.9642
C 3.0673 -1.5295 1.6056
O 2.0549 1.7491 5.4195
C -0.5641 2.2663 1.4835
H -3.9380 -3.0350 0.7408
C 5.1788 -5.0968 -3.7783
H 3.5860 -6.7543 -2.1025
C 4.4065 -1.3337 0.8897
H 2.0230 3.8255 1.2292
P -0.9864 3.1537 -2.5527
O 0.1674 2.9773 -3.6443
C 1.8983 3.4021 7.1066
H 3.6409 -6.4937 -4.5107
H 1.8496 2.7260 -0.7807
H 3.1339 -4.8047 -4.3990
C -3.8652 -1.9975 1.0716
H -0.4942 2.8644 0.5751
H -6.8961 1.0569 -2.2554
C -6.4221 1.2421 -4.3508
C -1.1764 1.5410 -1.6225
O -0.3463 0.7127 -1.7660
C -7.4086 1.2957 -3.1909
H -1.1808 0.3444 2.1207
H 0.3506 4.6812 -1.7542
C -6.3466 -0.2527 -4.6220
H 0.7184 3.3204 5.2657
C 5.0842 -4.2268 -2.5343
C 2.6662 1.2249 6.6024
H -1.3335 2.7267 2.0966
H -0.7157 -2.3482 0.9238
H 2.1415 4.4415 7.3222
C 0.7728 2.3432 2.2365
H 3.5449 0.6404 6.3279
H 2.4286 3.7294 5.0229
H -6.1264 -0.4813 -5.6656
H 1.9467 0.5611 7.0936
H -0.3075 -1.7202 -0.6723
H -5.5882 -0.7317 -3.9935
C -1.0099 0.8372 1.1671
C 3.4489 1.3472 -0.2176
C -8.3790 0.1812 -3.5570
H -5.4519 1.6829 -4.1242
H 5.0334 -2.2139 0.9821
H 4.7929 -3.2024 -2.7887
H -9.1747 0.5480 -4.2150
H -6.8376 1.7608 -5.2182
H 4.9527 -0.4881 1.2927
H 0.9786 3.1496 7.6397
H 0.9764 1.4467 2.8143
H -7.8973 2.2619 -3.0737
C 3.7406 -5.5805 -3.9259
H 3.9759 2.8303 7.2016
O -2.2939 1.4489 -0.9438
C 3.0025 2.4204 7.4814
H -2.5503 -1.5733 -2.5500
H -4.8808 -1.6215 1.0475
H 5.8411 -5.9461 -3.5938
H 4.0943 1.9687 -0.8325
I -3.7576 0.6184 3.5343
H 3.0299 2.1724 8.5414
H 2.9486 -0.7892 2.3906
H -3.5173 -2.0482 2.0956
H -0.2268 0.2422 0.7066
H -1.3110 -3.1583 -0.5327
H 1.0284 3.0395 -3.1932
O -2.2567 3.4569 -3.1495
H 2.2532 -5.6037 -2.3194
H -3.6804 -0.2882 -2.2563
H 5.2125 -0.8482 -1.1002
H 6.0181 -4.1920 -1.9716
H 2.2134 -1.4021 0.9455
C -2.2701 0.7038 0.3111
H 3.9337 1.2109 0.7420
Si -2.6772 -1.1557 -0.1161
H -5.5970 0.4712 0.9530
H -4.1448 -1.9789 -1.9146
O -7.6232 -0.7993 -4.2736
H 0.6545 3.1232 2.9830
H 5.5530 -4.5563 -4.6466
C 2.0975 2.0423 0.0299
O 4.0552 -4.7904 -1.7166
C 1.7320 3.1291 5.6192
H 2.9783 -2.5257 2.0181
H 2.2592 -0.3793 -0.8283
C 3.2517 0.0334 -0.9767
O -4.9789 0.9576 0.3855
C -1.0932 -2.1918 -0.0849
P -3.6895 1.5310 1.2634
C 3.3217 -5.7581 -2.4734
C 4.2620 -1.0752 -0.6200
C -3.3405 -1.2476 -1.8788